Here is a cluster of 9 separate species, C72H84Cl3N12 in total in a non-equilibrium geometry from the OMol25 dataset. Energies are from ωB97M-V/def2-TZVPD.

Last column: Löwdin charge in e.
CARTESIAN COORDINATES (ANGSTROEM)
C1 -0.87 -0.81 7.60  0.031
N1 0.09 -0.51 6.52  -0.056
C2 0.48 0.75 6.25  0.026
C3 1.16 1.00 5.08  0.026
C4 1.72 -0.02 4.26  -0.118
C5 1.32 -1.27 4.66  0.030
C6 0.64 -1.52 5.83  0.037
C7 2.66 0.24 3.14  -0.130
C8 2.51 -0.31 1.89  0.001
C9 3.31 0.10 0.85  0.000
N2 4.21 1.09 1.02  -0.073
C10 4.34 1.65 2.22  0.022
C11 3.65 1.20 3.33  0.068
C12 5.01 1.56 -0.10  0.022
H1 -1.12 0.10 8.14  0.108
H2 -0.32 -1.60 8.11  0.123
H3 -1.78 -1.19 7.14  0.068
H4 0.19 1.57 6.89  0.157
H5 1.43 2.05 4.96  0.119
H6 1.71 -2.13 4.13  0.141
H7 0.41 -2.55 6.04  0.168
H8 1.90 -1.19 1.73  0.127
H9 3.37 -0.33 -0.14  0.121
H10 4.92 2.57 2.22  0.152
H11 3.68 1.82 4.21  0.138
H12 5.60 0.74 -0.50  0.131
H13 5.74 2.25 0.32  0.101
H14 4.38 2.17 -0.75  0.059
C13 0.08 -5.59 -0.28  0.007
N3 0.59 -6.40 -1.39  -0.079
C14 1.78 -6.17 -1.95  -0.005
C15 2.32 -7.04 -2.90  0.067
C16 1.65 -8.24 -3.25  -0.101
C17 0.44 -8.47 -2.59  0.040
C18 -0.07 -7.58 -1.62  0.038
C19 2.19 -9.16 -4.33  -0.093
C20 1.49 -10.32 -4.74  0.045
C21 1.97 -11.02 -5.80  0.000
N4 2.99 -10.66 -6.58  -0.060
C22 3.70 -9.56 -6.20  0.082
C23 3.33 -8.83 -5.08  0.059
C24 3.25 -11.45 -7.75  0.040
H15 0.81 -4.81 -0.08  0.067
H16 0.00 -6.25 0.58  0.121
H17 -0.91 -5.23 -0.56  0.096
H18 2.33 -5.31 -1.61  0.094
H19 3.30 -6.80 -3.27  0.130
H20 -0.10 -9.40 -2.72  0.120
H21 -1.00 -7.82 -1.13  0.153
H22 0.61 -10.66 -4.20  0.122
H23 1.38 -11.91 -6.03  0.163
H24 4.51 -9.33 -6.87  0.168
H25 3.80 -7.87 -4.93  0.126
H26 2.55 -11.38 -8.59  0.130
H27 3.10 -12.47 -7.39  0.125
H28 4.24 -11.37 -8.20  0.132
C25 -2.09 -2.27 -0.08  0.022
N5 -1.80 -1.08 0.74  -0.083
C26 -2.76 -0.50 1.50  0.052
C27 -2.48 0.75 2.04  0.059
C28 -1.23 1.36 1.98  -0.115
C29 -0.29 0.67 1.25  0.011
C30 -0.58 -0.58 0.65  0.017
C31 -1.01 2.76 2.48  -0.101
C32 -0.28 3.71 1.72  0.073
C33 -0.28 5.01 2.19  0.020
N6 -0.52 5.33 3.49  -0.092
C34 -1.14 4.41 4.24  0.025
C35 -1.46 3.18 3.72  0.025
C36 -0.23 6.66 3.97  0.031
H29 -2.32 -3.08 0.61  0.114
H30 -1.22 -2.61 -0.64  0.052
H31 -2.90 -2.00 -0.76  0.118
H32 -3.64 -1.12 1.63  0.160
H33 -3.27 1.18 2.63  0.110
H34 0.69 1.12 1.12  0.062
H35 0.09 -1.10 -0.03  0.075
H36 0.20 3.48 0.77  0.085
H37 0.21 5.83 1.69  0.140
H38 -1.38 4.70 5.25  0.162
H39 -1.92 2.42 4.35  0.081
H40 0.72 7.00 3.55  0.118
H41 -0.08 6.60 5.05  0.121
H42 -1.07 7.33 3.86  0.119
C37 0.85 5.68 -1.90  -0.002
N7 2.21 6.18 -1.89  -0.080
C38 3.27 5.41 -2.22  0.021
C39 4.55 5.87 -2.05  0.050
C40 4.77 7.20 -1.68  -0.102
C41 3.66 8.08 -1.60  0.086
C42 2.39 7.50 -1.73  0.028
C43 6.14 7.71 -1.38  -0.143
C44 6.37 8.46 -0.24  0.037
C45 7.64 8.70 0.20  0.027
N8 8.73 8.35 -0.53  -0.045
C46 8.55 7.70 -1.66  0.047
C47 7.25 7.36 -2.10  0.064
C48 10.12 8.75 -0.07  0.075
H43 0.52 5.34 -2.88  0.126
H44 0.20 6.50 -1.61  0.102
H45 0.74 4.74 -1.36  0.033
H46 3.05 4.36 -2.38  0.100
H47 5.40 5.23 -2.26  0.138
H48 3.79 9.12 -1.34  0.144
H49 1.54 8.07 -1.37  0.145
H50 5.61 8.79 0.46  0.139
H51 7.84 9.10 1.18  0.159
H52 9.42 7.50 -2.27  0.169
H53 7.14 6.88 -3.07  0.145
H54 10.77 7.87 -0.08  0.116
H55 10.13 8.90 1.01  0.110
H56 10.63 9.55 -0.60  0.129
C49 -7.37 1.15 5.60  0.039
N9 -6.95 2.51 5.19  -0.063
C50 -7.66 3.55 5.70  0.053
C51 -7.28 4.84 5.45  0.052
C52 -6.23 5.12 4.59  -0.108
C53 -5.61 4.02 3.94  0.041
C54 -5.99 2.72 4.27  -0.028
C55 -5.87 6.55 4.31  -0.132
C56 -5.58 7.08 3.08  0.029
C57 -5.16 8.39 2.93  0.039
N10 -4.95 9.19 4.03  -0.072
C58 -5.28 8.70 5.24  0.044
C59 -5.69 7.40 5.41  0.063
C60 -4.54 10.61 3.85  0.059
H57 -6.54 0.48 5.37  0.055
H58 -8.31 0.95 5.09  0.123
H59 -7.63 1.20 6.65  0.120
H60 -8.51 3.24 6.29  0.169
H61 -7.82 5.64 5.93  0.150
H62 -4.84 4.18 3.20  0.109
H63 -5.56 1.82 3.86  0.104
H64 -5.58 6.42 2.22  0.135
H65 -4.84 8.77 1.97  0.153
H66 -4.96 9.42 5.98  0.159
H67 -6.07 7.00 6.34  0.141
H68 -4.30 11.10 4.79  0.116
H69 -5.37 11.10 3.34  0.130
H70 -3.60 10.64 3.30  0.109
C61 -0.93 -2.28 -4.09  -0.036
N11 -1.25 -3.64 -4.50  -0.067
C62 -0.25 -4.56 -4.69  0.056
C63 -0.60 -5.88 -5.12  0.057
C64 -1.96 -6.23 -5.26  -0.113
C65 -2.89 -5.24 -4.96  0.037
C66 -2.55 -3.97 -4.65  0.030
C67 -2.44 -7.63 -5.57  -0.130
C68 -3.33 -8.28 -4.75  0.029
C69 -3.75 -9.56 -5.07  0.023
N12 -3.36 -10.19 -6.19  -0.067
C70 -2.47 -9.60 -7.03  0.052
C71 -1.92 -8.34 -6.69  0.071
C72 -3.82 -11.62 -6.47  0.098
H71 0.11 -1.99 -4.19  0.067
H72 -1.08 -2.11 -3.03  0.063
H73 -1.48 -1.62 -4.77  0.124
H74 0.74 -4.16 -4.86  0.146
H75 0.11 -6.63 -5.42  0.116
H76 -3.89 -5.66 -4.99  0.145
H77 -3.28 -3.24 -4.33  0.161
H78 -3.75 -7.86 -3.85  0.140
H79 -4.46 -10.13 -4.48  0.166
H80 -2.13 -10.23 -7.84  0.152
H81 -1.11 -7.98 -7.31  0.134
H82 -4.88 -11.50 -6.70  0.131
H83 -3.45 -12.15 -5.59  0.119
H84 -3.29 -12.02 -7.34  0.111
Cl1 -3.74 0.70 6.14  -0.490
Cl2 1.57 1.96 -1.55  -0.391
Cl3 1.69 -2.54 -1.90  -0.382

HOMO level: -21.6914 eV
Maximum force: 2.72 eV Å⁻¹
Energy above the lowest of the compared OMol25 structures with the same formula, charge and spin: 62.68 kcal per mole
Charge: +9
Gap between HOMO and LUMO: 4.8124 eV
E_LUMO: -0.6203 hartree